Entry 1:
CH2O2S2 | ωB97M-V/def2-TZVPD

Positions of all 7 atoms, in Å:
1 O 1.703 0.888 0.181
2 O 0.320 0.838 -0.169
3 C -0.137 -0.392 -0.133
4 S 0.619 -1.849 -0.003
5 S -1.870 -0.083 0.136
6 H 1.618 1.779 0.578
7 H -2.254 -1.181 -0.589

Atoms 1-3, force components in eV/Å:
O -0.1 0.9 0.2
O 0.7 0.2 -0.3
C -0.7 -1.8 1.1

## Properties
SMILES string = OOC(=S)S
Molecular weight = 110.2 g mol⁻¹
Kohn-Sham gap = 8.966 eV



Entry 2:
C4H5NOS2 | ωB97M-V/def2-TZVPD

Positions of all 13 atoms, in Å:
1 S 2.909 -0.114 -0.231
2 C 1.275 -0.415 0.677
3 C 0.033 0.415 0.289
4 C -0.148 1.815 0.179
5 N -1.393 2.091 -0.154
6 O -2.092 0.830 -0.226
7 C -1.102 -0.123 -0.032
8 S -1.462 -1.732 -0.106
9 H 2.754 -0.954 -1.414
10 H 1.466 -0.036 1.707
11 H 1.013 -1.468 0.637
12 H 0.547 2.606 0.081
13 H -2.783 -2.040 0.577

Atoms 1-3, force components in eV/Å:
S -1.2 -1.3 -1.2
C -0.1 1.8 0.0
C 4.6 -0.2 0.1

## Properties
SMILES string = SCc1cnoc1S
Molecular weight = 147.2 g mol⁻¹
Kohn-Sham gap = 9.199 eV



Entry 3:
C4H6O2 | ωB97M-V/def2-TZVPD

Positions of all 12 atoms, in Å:
1 C 0.856 -0.359 -0.820
2 O 0.344 -1.388 0.011
3 C -0.904 -0.932 0.526
4 C -1.043 0.543 0.420
5 O 0.680 1.199 1.007
6 C 0.199 0.915 -0.329
7 H 1.948 -0.346 -0.724
8 H 0.584 -0.516 -1.879
9 H -1.753 -1.281 -0.103
10 H -1.046 -1.349 1.530
11 H -0.087 1.736 1.361
12 H 0.223 1.779 -1.000

Atoms 1-3, force components in eV/Å:
C 0.1 0.1 -0.1
O 0.0 0.1 -0.1
C 0.0 0.1 0.1

## Properties
Molecular weight = 86.1 g mol⁻¹
Kohn-Sham gap = 9.801 eV



Entry 4:
C4H8O2 | ωB97M-V/def2-TZVPD

Positions of all 14 atoms, in Å:
1 C -0.496 -1.581 1.020
2 C -0.870 -0.587 -0.046
3 O -1.117 0.750 0.373
4 C -0.026 0.518 -0.522
5 C 1.309 0.906 0.068
6 O 1.277 2.267 0.441
7 H 0.371 -1.265 1.605
8 H -0.278 -2.556 0.573
9 H -1.337 -1.707 1.709
10 H -1.621 -0.952 -0.752
11 H -0.205 0.902 -1.529
12 H 2.103 0.800 -0.677
13 H 1.563 0.265 0.923
14 H 0.472 2.373 0.968

Atoms 1-3, force components in eV/Å:
C 0.1 0.0 0.0
C 0.0 -0.3 0.0
O -0.2 0.1 0.1

## Properties
SMILES string = C[C@H]1O[C@H]1CO
Molecular weight = 88.1 g mol⁻¹
Kohn-Sham gap = 11.315 eV



Entry 5:
C4H9FN2 | ωB97M-V/def2-TZVPD

Positions of all 16 atoms, in Å:
1 C -2.400 -0.095 0.008
2 N -1.359 0.913 0.018
3 C -0.166 0.528 -0.043
4 C 0.934 1.557 -0.075
5 F 0.430 2.824 0.029
6 N 0.284 -0.781 -0.167
7 C 1.636 -1.200 0.073
8 H -2.413 -0.734 -0.933
9 H -3.402 0.351 0.087
10 H -2.316 -0.797 0.874
11 H 1.661 1.393 0.770
12 H 1.486 1.502 -1.004
13 H -0.415 -1.493 0.015
14 H 1.740 -2.267 -0.168
15 H 1.954 -1.035 1.084
16 H 2.345 -0.669 -0.568

Atoms 1-3, force components in eV/Å:
C -0.3 -1.0 -0.3
N -1.1 0.0 0.0
C 0.9 -0.6 -0.2

## Properties
SMILES string = C/N=C(/CF)NC
Molecular weight = 104.1 g mol⁻¹
Kohn-Sham gap = 9.753 eV



Entry 6:
C3H3FO | ωB97M-V/def2-TZVPD

Positions of all 8 atoms, in Å:
1 C -0.076 2.227 0.824
2 C -0.498 -0.930 -0.783
3 C 0.590 -0.374 -0.221
4 O -0.499 1.742 1.743
5 F 1.159 -0.859 0.965
6 H -1.066 -1.737 -0.235
7 H -0.853 -0.509 -1.722
8 H 1.244 0.440 -0.571

Atoms 1-3, force components in eV/Å:
C 0.2 0.2 -0.4
C -6.9 -4.5 -2.3
C 8.5 4.3 4.4

## Properties
⟨S²⟩ = 2.0061
Molecular weight = 74.1 g mol⁻¹
2S+1 = 3
Kohn-Sham gap (spin up / spin down) = 7.019 / 10.482 eV



Entry 7:
C24H51B2ClIN3O6S2 | ωB97M-V/def2-TZVPD

Positions of all 90 atoms, in Å:
1 C 4.420 0.204 3.166
2 C 4.062 1.421 2.205
3 C 3.448 0.831 0.854
4 C 2.025 1.404 0.556
5 C 1.948 2.987 0.721
6 C 1.454 0.951 -0.860
7 O 2.451 0.441 -1.754
8 C 2.898 1.360 -2.710
9 Cl 4.301 0.503 -3.551
10 I 1.490 1.858 -4.294
11 C 3.476 2.727 -2.147
12 N 4.529 3.341 -2.973
13 C 0.162 0.010 -0.695
14 C -0.237 -0.574 -2.113
15 B -1.030 1.081 -0.345
16 O -1.021 1.909 0.805
17 O -2.193 1.216 -1.169
18 C -2.193 2.591 -1.605
19 N 0.278 -0.979 0.391
20 C -0.962 -1.720 0.682
21 C -1.624 -1.333 2.081
22 C -3.175 -1.347 1.862
23 S -4.133 -0.657 3.271
24 C -3.948 1.187 3.202
25 S -2.922 1.849 4.342
26 N -4.635 1.918 2.208
27 C -4.641 3.370 2.469
28 C -3.333 4.093 1.937
29 C -5.977 1.364 1.904
30 C -5.832 0.457 0.597
31 B 1.358 -1.973 0.273
32 O 2.055 -2.380 -0.892
33 O 1.791 -2.561 1.504
34 C 2.198 -3.933 1.333
35 C 2.321 -4.585 2.756
36 H 5.139 0.495 3.960
37 H 4.811 -0.660 2.580
38 H 3.451 -0.152 3.603
39 H 5.009 1.965 2.003
40 H 3.323 2.029 2.771
41 H 3.451 -0.279 1.007
42 H 4.204 1.030 0.065
43 H 1.368 1.018 1.373
44 H 2.927 3.486 0.563
45 H 1.676 3.183 1.790
46 H 1.121 3.431 0.124
47 H 1.046 1.895 -1.319
48 H 3.880 2.668 -1.119
49 H 2.634 3.466 -2.170
50 H 4.299 3.294 -3.958
51 H 5.434 2.942 -2.765
52 H -0.592 0.211 -2.818
53 H 0.629 -1.059 -2.626
54 H -1.038 -1.344 -2.074
55 H -0.684 1.435 1.572
56 H -2.410 2.653 -2.697
57 H -1.191 3.080 -1.467
58 H -2.960 3.173 -1.040
59 H -1.735 -1.713 -0.117
60 H -0.680 -2.801 0.811
61 H -1.370 -2.128 2.825
62 H -1.228 -0.380 2.492
63 H -3.510 -2.408 1.750
64 H -3.423 -0.800 0.917
65 H -5.479 3.842 1.898
66 H -4.847 3.632 3.541
67 H -3.024 3.584 0.998
68 H -3.620 5.157 1.757
69 H -2.540 4.056 2.714
70 H -6.411 0.774 2.747
71 H -6.730 2.136 1.647
72 H -4.799 0.561 0.195
73 H -6.138 -0.595 0.768
74 H -6.502 0.882 -0.194
75 H 1.533 -3.035 -1.372
76 H 3.201 -3.935 0.857
77 H 1.412 -4.467 0.753
78 H 2.856 -3.924 3.476
79 H 1.326 -4.824 3.197
80 H 2.877 -5.554 2.697
81 C 1.389 -3.500 -4.185
82 C 0.087 -4.246 -4.081
83 O -0.626 -4.128 -3.107
84 C -0.294 -5.143 -5.228
85 H 1.529 -2.894 -3.293
86 H 2.216 -4.208 -4.265
87 H 1.372 -2.840 -5.054
88 H 0.459 -5.922 -5.358
89 H -0.387 -4.556 -6.144
90 H -1.253 -5.614 -5.015

Atoms 1-3, force components in eV/Å:
C -0.7 0.3 -0.6
C 0.1 -1.6 0.4
C 0.5 0.4 1.0

## Properties
Molecular weight = 725.8 g mol⁻¹
Kohn-Sham gap = 8.064 eV



Entry 8:
C2H10N4 | ωB97M-V/def2-TZVPD

Positions of all 16 atoms, in Å:
1 H 1.023 -2.754 1.270
2 N 1.041 -1.765 1.487
3 C -0.049 -1.305 1.932
4 N -0.177 0.041 2.160
5 H -0.969 -1.884 2.023
6 H -0.716 0.431 2.920
7 H 0.711 0.518 2.058
8 N -0.611 -0.231 -2.143
9 C 0.210 0.964 -2.030
10 N 0.264 1.626 -0.739
11 H -0.200 -0.984 -1.598
12 H -1.501 -0.030 -1.693
13 H 1.229 0.750 -2.343
14 H -0.114 1.707 -2.773
15 H -0.655 1.976 -0.495
16 H 0.514 0.941 -0.035

Atoms 1-3, force components in eV/Å:
H -0.3 0.0 0.0
N 0.5 0.0 -0.1
C -0.3 -0.2 -0.2

## Properties
SMILES string = [H]/N=C/N.NCN
Molecular weight = 90.1 g mol⁻¹
Kohn-Sham gap = 9.737 eV



Entry 9:
C5H8N | ωB97M-V/def2-TZVPD

Positions of all 14 atoms, in Å:
1 C -1.346 -1.093 -0.094
2 C -0.809 -0.065 -0.915
3 C -0.898 -1.088 1.320
4 C 0.305 -0.615 0.465
5 C 1.234 1.315 -0.999
6 N 0.118 0.811 -0.062
7 H -1.847 -1.994 -0.481
8 H -1.349 -0.137 1.741
9 H -0.846 -1.954 1.915
10 H 1.141 -1.116 0.073
11 H 1.329 0.758 -1.908
12 H 1.155 2.433 -1.200
13 H 2.124 1.228 -0.431
14 H -0.311 1.518 0.576

Atoms 1-3, force components in eV/Å:
C 0.7 0.0 0.4
C -0.7 -0.6 -0.6
C 0.3 4.4 -1.0

## Properties
Total charge = +1
Molecular weight = 82.1 g mol⁻¹
Kohn-Sham gap = 9.877 eV



Question: The highest molecular weight belongs to which entry?
Answer: C24H51B2ClIN3O6S2



Question: Number 8 is which compound?
Answer: C2H10N4